(1)
Formula: C31H28ClMnNOPS
Source: OMol25
Level of theory: wB97M-V/def2-TZVPD

Its expectation value of S² is 6.1157. The value obtained for the total energy is -3678.19464 a.u.

Structure (ORCA input):
```
! wB97M-V def2-TZVPD RIJCOSX def2/J DEFGRID3
* xyz 2 5
Mn 0.38551 0.29626 0.36276
Cl -0.45960 1.50733 2.06756
C 0.43080 -0.79790 -1.16363
O 0.31597 -1.61355 -2.00616
P -0.36606 1.79513 -1.35681
C 0.93259 3.08387 -1.46856
C -0.68989 1.44147 -3.12878
C -1.87873 2.71671 -0.85577
C -1.93385 1.67563 -3.73621
C -2.12275 1.38794 -5.09378
C -1.06691 0.86524 -5.85234
C 0.18143 0.64009 -5.25274
C 0.36865 0.92997 -3.89855
H -2.75674 2.09795 -3.15614
H -3.09520 1.57435 -5.55276
H -1.21737 0.62791 -6.90743
H 1.01200 0.23759 -5.83760
H 1.34872 0.77772 -3.43619
C 1.82724 3.24707 -0.39410
C 2.83073 4.21270 -0.45533
C 2.95659 5.03751 -1.58140
C 2.07135 4.88277 -2.65726
C 1.06687 3.90593 -2.59968
H 1.73091 2.62453 0.50091
H 3.52452 4.32124 0.38140
H 3.74709 5.79049 -1.62241
H 2.15840 5.51452 -3.54374
H 0.39893 3.79091 -3.45772
C -1.95488 4.11459 -0.90406
C -3.13602 4.77386 -0.52868
C -4.23319 4.03261 -0.06177
C -4.14153 2.63818 0.02281
C -2.98039 1.98294 -0.37111
H -1.09940 4.70619 -1.24203
H -3.19796 5.85917 -0.60504
H -5.15533 4.53603 0.22973
H -4.98872 2.05083 0.38580
H -2.92091 0.89536 -0.28523
H 2.10692 2.58438 2.86655
H 1.35403 2.61123 2.91684
N 0.01316 -1.34499 1.33193
S 1.30278 -2.15497 1.93789
C 0.67041 -2.63961 3.55826
C 1.40881 -2.22932 4.67023
C 0.97370 -2.59335 5.94215
C -0.19815 -3.35044 6.10679
C -0.92808 -3.74791 4.97038
C -0.49008 -3.39832 3.67829
C 1.41773 -3.76202 1.10470
C 0.35088 -4.31440 0.41329
C 0.45833 -5.63230 -0.06448
C 1.64867 -6.36203 0.10221
C 2.73322 -5.75703 0.76249
C 2.62132 -4.46092 1.26696
H -0.87448 -1.72146 1.68510
H 2.29764 -1.63781 4.49870
H 1.54568 -2.28731 6.81705
H -0.55529 -3.63657 7.10122
H -1.84534 -4.34258 5.06674
H -1.01145 -3.71267 2.77676
H -0.53871 -3.71488 0.27576
H -0.41017 -6.07908 -0.55431
H 1.71335 -7.39004 -0.26337
H 3.66573 -6.31377 0.89204
H 3.42841 -3.97535 1.80095
*
```

Partial atomic charges computed with the Mulliken method, in multiples of e: number 1, Mn, carries -0.33; number 2, Cl, carries -0.38; number 3, C, carries 0.81; number 4, O, carries -0.25; number 5, P, carries 1.93; number 6, C, carries 0.32; number 7, C, carries 0.37; number 8, C, carries 0.38; number 9, C, carries -0.26; number 10, C, carries -0.69; number 11, C, carries -0.53; number 12, C, carries -0.87; number 13, C, carries -0.08; number 14, H, carries 0.36; number 15, H, carries 0.43; number 16, H, carries 0.41; number 17, H, carries 0.42; number 18, H, carries 0.40; number 19, C, carries -0.09; number 20, C, carries -0.64; number 21, C, carries -0.54; number 22, C, carries -0.74; number 23, C, carries -0.07; number 24, H, carries -0.32; number 25, H, carries 0.43; number 26, H, carries 0.41; number 27, H, carries 0.43; number 28, H, carries 0.47; number 29, C, carries -0.20; number 30, C, carries -0.72; number 31, C, carries -0.54; number 32, C, carries -0.68; number 33, C, carries -0.23; number 34, H, carries 0.35; number 35, H, carries 0.43; number 36, H, carries 0.41; number 37, H, carries 0.41; number 38, H, carries 0.29; number 39, H, carries 0.07; number 40, H, carries -0.06; number 41, N, carries -0.02; number 42, S, carries -0.11; number 43, C, carries 0.97; number 44, C, carries -0.47; number 45, C, carries -0.58; number 46, C, carries -0.47; number 47, C, carries -0.71; number 48, C, carries -0.29; number 49, C, carries 0.93; number 50, C, carries -0.23; number 51, C, carries -0.79; number 52, C, carries -0.50; number 53, C, carries -0.53; number 54, C, carries -0.56; number 55, H, carries 0.11; number 56, H, carries 0.41; number 57, H, carries 0.40; number 58, H, carries 0.41; number 59, H, carries 0.38; number 60, H, carries 0.28; number 61, H, carries 0.42; number 62, H, carries 0.40; number 63, H, carries 0.42; number 64, H, carries 0.40; number 65, H, carries 0.44

(2)
Formula: C31H29AsF6InN4O2PS
Source: OMol25
Level of theory: wB97M-V/def2-TZVPD

Its expectation value of S² is 0.7750. The calculation puts the energy above the lowest of the compared OMol25 structures with the same formula, charge and spin at 118.6 kJ/mol.

Structure (ORCA input):
```
! wB97M-V def2-TZVPD RIJCOSX def2/J DEFGRID3
* xyz 1 2
In -0.01650 -0.50940 0.08490
C 4.52110 -0.00840 0.39890
C 3.09490 0.39110 0.14710
O 2.27110 -0.50890 -0.12230
C 2.80160 1.77470 0.26140
C 1.57250 2.40710 0.21730
C 1.47750 3.87000 0.52750
N 0.41820 1.78110 -0.05890
N -0.65050 2.50030 -0.03310
C -1.85210 1.90020 -0.02050
O -2.00440 0.68070 -0.26250
C -2.94220 2.80130 0.34670
C -2.80370 4.17780 0.14890
C -3.84690 5.02250 0.46230
C -5.02280 4.50750 0.98960
C -5.15770 3.14300 1.20740
C -4.12170 2.28940 0.88710
H 4.73710 0.09690 1.46170
H 5.20780 0.63820 -0.14200
H 4.66840 -1.04590 0.10770
H 3.64740 2.40600 0.49210
H 2.45500 4.31230 0.68130
H 0.87530 4.00110 1.42580
H 0.95890 4.39240 -0.27370
H -1.88560 4.56320 -0.26390
H -3.74480 6.08270 0.29260
H -5.82620 5.17390 1.25890
H -6.07010 2.73850 1.62030
H -4.19770 1.22960 1.07630
F -1.11560 -1.22060 2.96560
P 0.08990 -0.23820 3.53570
F 0.51880 -1.36380 4.56330
F 1.31990 0.70280 3.86410
F -0.35750 0.81470 2.34430
F 1.07370 -1.01510 2.37730
F -0.90370 0.46420 4.53660
C -1.80290 -6.55440 1.49640
C -1.55530 -5.58690 2.45740
C -1.72120 -4.24410 2.15810
C -2.13780 -3.86550 0.88690
C -2.36980 -4.83420 -0.08210
C -2.21420 -6.17450 0.22890
As -2.38940 -1.97230 0.44320
C -4.09710 -1.47040 1.20600
C -4.40210 -1.20960 2.52900
C -5.68820 -0.80200 2.86120
C -6.64740 -0.65390 1.87210
C -6.34470 -0.92300 0.54710
C -5.06290 -1.33100 0.19230
C -4.60850 -1.62090 -1.17160
C -5.39490 -1.56810 -2.31800
C -4.83530 -1.84770 -3.55400
C -3.49220 -2.16690 -3.66560
C -2.70080 -2.22870 -2.52930
C -3.25500 -1.97880 -1.28600
H -1.67640 -7.59970 1.73640
H -1.24000 -5.87180 3.44990
H -1.53510 -3.49910 2.92080
H -2.69230 -4.54410 -1.07590
H -2.42550 -6.91530 -0.52690
H -3.64120 -1.30140 3.29190
H -5.93770 -0.58840 3.88970
H -7.64240 -0.32370 2.13310
H -7.10930 -0.80840 -0.20720
H -6.44260 -1.31090 -2.25540
H -5.45340 -1.80940 -4.43730
H -3.05480 -2.36390 -4.63290
H -1.65240 -2.47940 -2.62650
N 1.32410 -3.62350 0.84550
C 1.17160 -3.84120 -0.45490
N 1.40340 -5.06250 -0.94340
S 0.65870 -2.64430 -1.53260
H 1.66390 -4.35650 1.44920
H 1.25970 -2.69120 1.22450
H 1.74930 -5.81110 -0.36530
H 1.29310 -5.23440 -1.92860
*
```

Partial atomic charges computed with the Mulliken method, in multiples of e: number 1, In, carries 1.10; number 2, C, carries -1.54; number 3, C, carries 0.76; number 4, O, carries -0.46; number 5, C, carries -0.87; number 6, C, carries 0.92; number 7, C, carries -1.28; number 8, N, carries -0.09; number 9, N, carries -0.35; number 10, C, carries 0.24; number 11, O, carries -0.54; number 12, C, carries 0.06; number 13, C, carries -0.47; number 14, C, carries -0.78; number 15, C, carries -0.46; number 16, C, carries -0.67; number 17, C, carries 0.57; number 18, H, carries 0.35; number 19, H, carries 0.46; number 20, H, carries 0.35; number 21, H, carries 0.34; number 22, H, carries 0.41; number 23, H, carries 0.33; number 24, H, carries 0.32; number 25, H, carries 0.44; number 26, H, carries 0.42; number 27, H, carries 0.41; number 28, H, carries 0.49; number 29, H, carries 0.16; number 30, F, carries -0.18; number 31, P, carries 1.44; number 32, F, carries -0.41; number 33, F, carries -0.39; number 34, F, carries -0.24; number 35, F, carries -0.47; number 36, F, carries -0.39; number 37, C, carries -0.63; number 38, C, carries -0.72; number 39, C, carries -0.55; number 40, C, carries 0.72; number 41, C, carries -0.02; number 42, C, carries -0.76; number 43, As, carries 1.35; number 44, C, carries -0.07; number 45, C, carries -0.63; number 46, C, carries -0.79; number 47, C, carries -0.87; number 48, C, carries -0.72; number 49, C, carries 0.67; number 50, C, carries 0.42; number 51, C, carries -0.59; number 52, C, carries -0.87; number 53, C, carries -0.83; number 54, C, carries -0.65; number 55, C, carries 0.41; number 56, H, carries 0.43; number 57, H, carries 0.46; number 58, H, carries 0.46; number 59, H, carries 0.38; number 60, H, carries 0.45; number 61, H, carries 0.51; number 62, H, carries 0.44; number 63, H, carries 0.45; number 64, H, carries 0.40; number 65, H, carries 0.44; number 66, H, carries 0.41; number 67, H, carries 0.46; number 68, H, carries 0.22; number 69, N, carries -0.04; number 70, C, carries 0.93; number 71, N, carries -0.43; number 72, S, carries -0.37; number 73, H, carries 0.28; number 74, H, carries -0.16; number 75, H, carries 0.20; number 76, H, carries 0.22

(3)
Formula: C31H29BCl4OTi
Source: OMol25
Level of theory: wB97M-V/def2-TZVPD

The calculation puts the energy above the lowest of the compared OMol25 structures with the same formula, charge and spin at 112.1 kJ/mol.

Structure (ORCA input):
```
! wB97M-V def2-TZVPD RIJCOSX def2/J DEFGRID3
* xyz 0 1
Cl -1.21024 3.15751 5.31130
B -0.60242 1.81379 4.23410
Cl 1.12605 1.99111 3.59263
Cl -0.82228 0.20860 5.06960
O -1.60362 1.66462 2.86529
C -2.64058 0.93723 2.74433
C -3.88401 1.06701 3.56453
C -4.68609 -0.08715 3.77401
C -5.88884 -0.02313 4.48486
C -6.39122 1.22245 4.91737
Cl -8.02126 1.34824 5.44911
C -5.66016 2.39504 4.62706
C -4.40908 2.30564 4.00110
H -2.61503 0.05078 2.06489
H -4.35636 -1.06303 3.39324
H -6.45786 -0.91837 4.73678
H -6.10173 3.34374 4.94658
H -3.78427 3.18775 3.86066
C -3.69095 -1.92172 -4.27020
C -4.01574 -0.60475 -3.88544
C -3.26777 0.06502 -2.91918
C -2.14773 -0.56536 -2.28043
C -1.53730 0.01266 -1.13521
Ti 2.04937 -0.92795 -1.30016
C 2.31552 1.14983 -0.86904
C 3.69566 1.49263 -0.44999
C 3.93624 2.86115 -0.28920
C 5.16103 3.30175 0.17736
C 6.15358 2.36577 0.50004
C 5.94951 1.00127 0.29452
C 4.73058 0.56069 -0.21994
C 1.95755 -2.31474 -3.10555
C 1.32516 -1.16667 -3.66755
C 2.26537 -0.10394 -3.69306
C 3.49863 -0.56129 -3.13523
C 3.32086 -1.93790 -2.72759
C 0.52931 -2.44756 -0.04434
C 0.84416 -1.34939 0.80909
C 2.26308 -1.30147 0.97867
C 2.85001 -2.35038 0.18821
C 1.75493 -3.06836 -0.45016
C -1.77466 -1.86976 -2.77434
C -2.54631 -2.53395 -3.73182
H -4.36731 -2.51116 -4.90632
H -4.89399 -0.12196 -4.32874
H -3.58286 1.04922 -2.55135
H -1.01674 0.97966 -1.24218
H -1.57412 -0.55436 -0.18384
H 2.03288 1.66425 -1.80521
H 1.56041 1.32881 -0.08190
H 3.12716 3.55246 -0.53945
H 5.31959 4.37225 0.29810
H 7.09751 2.70557 0.92036
H 6.74233 0.29415 0.54554
H 4.58543 -0.50592 -0.43807
H 1.51447 -3.30932 -3.08758
H 0.32923 -1.10669 -4.10100
H 2.07149 0.87287 -4.13923
H 4.42120 0.02182 -3.11111
H 4.07104 -2.56818 -2.23910
H -0.48258 -2.78351 -0.27389
H 0.14770 -0.66008 1.28505
H 2.75816 -0.61055 1.65570
H 3.90694 -2.61099 0.14960
H 1.84144 -3.98696 -1.04123
H -0.87815 -2.33801 -2.34605
H -2.34232 -3.56077 -4.07499
*
```

Partial atomic charges computed with the Mulliken method, in multiples of e: number 1, Cl, carries -0.26; number 2, B, carries 0.55; number 3, Cl, carries -0.23; number 4, Cl, carries -0.28; number 5, O, carries -0.48; number 6, C, carries -0.09; number 7, C, carries 0.80; number 8, C, carries -0.44; number 9, C, carries -0.60; number 10, C, carries 0.36; number 11, Cl, carries -0.18; number 12, C, carries -0.64; number 13, C, carries -0.17; number 14, H, carries 0.17; number 15, H, carries 0.36; number 16, H, carries 0.37; number 17, H, carries 0.36; number 18, H, carries 0.41; number 19, C, carries -0.41; number 20, C, carries -0.45; number 21, C, carries -0.55; number 22, C, carries 0.56; number 23, C, carries -0.84; number 24, Ti, carries 0.20; number 25, C, carries -1.17; number 26, C, carries 0.70; number 27, C, carries -0.64; number 28, C, carries -0.60; number 29, C, carries -0.45; number 30, C, carries -0.99; number 31, C, carries 0.32; number 32, C, carries -0.59; number 33, C, carries -0.06; number 34, C, carries -1.09; number 35, C, carries -0.18; number 36, C, carries -0.80; number 37, C, carries -0.47; number 38, C, carries -0.18; number 39, C, carries -0.83; number 40, C, carries -0.74; number 41, C, carries -0.73; number 42, C, carries 0.07; number 43, C, carries -0.65; number 44, H, carries 0.34; number 45, H, carries 0.34; number 46, H, carries 0.40; number 47, H, carries 0.34; number 48, H, carries -0.10; number 49, H, carries 0.60; number 50, H, carries 0.45; number 51, H, carries 0.44; number 52, H, carries 0.39; number 53, H, carries 0.38; number 54, H, carries 0.40; number 55, H, carries 0.28; number 56, H, carries 0.63; number 57, H, carries 0.60; number 58, H, carries 0.57; number 59, H, carries 0.54; number 60, H, carries 0.63; number 61, H, carries 0.69; number 62, H, carries 0.47; number 63, H, carries 0.52; number 64, H, carries 0.66; number 65, H, carries 0.60; number 66, H, carries 0.04; number 67, H, carries 0.35